1.
Molecular formula: C5H7F3S
Method: DFT, ωB97M-V with the def2-TZVPD basis set

As for the expectation value of S²: 2.007. The calculation puts the energy above the lowest of the compared OMol25 structures with the same formula, charge and spin at 7.81 kcal per mole. As for the multiplicity: 3. The value obtained for the HOMO-LUMO gap (alpha / beta) is 6.313 / 7.261 eV. The calculated total energy comes out at -24278.79187 eV.

Last column: natural (NBO) charge in e.
Atoms and positions in Å:
H1 0.0438 -0.0646 2.4694  0.21
H2 -0.7926 1.7018 0.0196  0.19
H3 1.8967 0.7637 1.1579  0.13
C1 -0.6654 0.6894 2.0338  -0.67
F1 1.6414 -1.3911 -2.3664  -0.34
F2 0.5408 0.5036 -2.5754  -0.30
C2 -0.7511 -1.2990 -1.4811  -0.52
C3 0.1913 -0.6349 -0.4856  0.36
H4 -0.7173 1.5101 2.7158  0.22
S1 1.3896 1.9550 0.5808  0.15
C4 -0.1311 1.0951 0.6582  -0.40
H5 -0.7898 -2.3591 -1.6054  0.23
H6 -1.5849 -0.7605 -1.6349  0.22
C5 0.5653 -0.6088 -1.9023  0.61
H7 -1.6490 0.3135 2.0012  0.22
F3 0.8124 -1.4144 0.4141  -0.33

***

2.
Molecular formula: C37H41BrN4O2V
Method: DFT, ωB97M-V with the def2-TZVPD basis set

As for the expectation value of S²: 2.012. The calculation puts the energy above the lowest of the compared OMol25 structures with the same formula, charge and spin at 17.47 kcal per mole. Its net charge is +1. As for the multiplicity: 3. The value obtained for the HOMO-LUMO gap (alpha / beta) is 6.710 / 7.037 eV. The calculated total energy comes out at -144819.98558 eV.

Last column: Löwdin spin population.
Atoms and positions in Å:
H1 -1.7707 2.8108 -1.2116  0.00
C1 0.5385 -3.5561 3.5550  0.00
H2 -3.4308 3.5629 2.2673  0.00
C2 -0.7045 0.9935 -0.8786  0.00
C3 -0.6632 4.1082 4.2730  0.00
C4 4.2779 -2.2718 -2.0903  0.00
H3 -0.0452 4.6395 3.5472  0.00
C5 -2.1665 2.3935 -5.3809  0.00
H4 4.7243 -2.6775 -2.9988  0.00
C6 -0.2158 -0.2865 -2.7162  0.01
O1 0.7183 -2.7378 -1.4179  0.03
N1 -0.1438 -0.1062 -1.4005  0.00
H5 -2.6884 3.1614 -5.9516  0.00
H6 -1.9206 2.7318 0.8389  0.00
H7 4.2094 -0.6959 0.3901  0.00
H8 5.1835 -2.2812 4.2656  0.00
O2 2.5995 -0.7563 -1.2707  0.02
H9 3.7917 -3.0858 -1.5503  0.00
C7 3.2605 -1.1915 -2.4322  0.01
C8 4.4985 -2.1279 3.4411  0.01
H10 5.8775 -1.0322 2.2295  0.00
H11 2.5260 -1.6360 -3.1204  0.00
C9 -0.9842 2.2151 2.6946  0.00
H12 -0.8814 0.3806 -4.6200  0.00
H13 0.2740 -1.1724 -3.0942  0.00
C10 -1.0169 -3.5752 -2.7576  0.00
H14 -1.1515 2.3221 -5.7754  0.00
H15 -4.1549 3.6256 -4.0304  0.00
C11 -0.8607 0.5966 -3.5627  0.00
N2 0.3577 0.2973 1.1391  0.00
H16 -0.4769 -3.9248 3.6077  0.00
H17 -1.9655 4.8776 -4.3578  0.00
C12 -1.4653 4.1306 -3.7404  0.00
H18 4.4218 -0.2962 -4.0279  0.00
H19 -0.4233 4.0677 -4.0581  0.00
C13 1.0006 -2.9145 2.4318  0.00
C14 -0.0514 1.3375 3.2514  0.00
C15 -0.4915 -3.2036 -1.4968  0.00
H20 1.3017 -0.2678 2.8849  0.00
C16 -3.6264 2.8894 -3.4238  0.00
H21 0.1836 1.3674 4.3059  0.00
N3 0.3166 -2.6895 1.2209  0.00
N4 2.7336 -1.7307 1.3227  0.00
C17 -0.7722 -3.3261 0.9438  0.00
C18 -2.2996 -4.0380 -2.8971  0.00
C19 2.6797 -3.3258 4.6552  0.00
H22 -1.9127 1.8383 5.2445  0.00
H23 -3.2474 -4.0936 0.3489  0.00
C20 1.3818 -3.7569 4.6631  0.00
C21 -2.6344 -3.9201 -0.5272  0.00
C22 -2.6362 4.1305 2.7553  0.00
C23 -1.2044 2.0927 1.3302  0.00
H24 -3.0599 3.1772 5.2522  0.00
H25 -2.6809 -4.2963 -3.8760  0.00
C24 3.9579 -1.2520 1.2834  0.01
H26 -3.6895 3.2095 -2.3829  0.00
H27 -3.1112 4.8470 3.4251  0.00
H28 -0.3695 -3.4829 -3.6205  0.00
H29 -2.6800 1.4465 -5.5556  0.00
H30 3.1570 0.7524 -3.3609  0.00
H31 4.6403 0.4597 -2.4401  0.00
V1 1.2294 -1.2767 -0.1690  1.86
C25 -0.5216 1.1444 0.5814  0.00
H32 0.9898 -4.2707 5.5302  0.00
C26 -2.1707 2.7755 -3.9008  0.00
C27 -1.3539 1.9242 -1.6666  0.00
C28 2.3337 -2.4320 2.4246  0.00
H33 -3.2827 1.8333 4.1261  0.00
Br1 -4.8891 -4.8366 -1.9873  0.00
H34 5.0812 -1.8608 -1.4742  0.00
C29 -3.1220 -4.1960 -1.7717  0.00
H35 -1.2655 -3.9210 1.7131  0.00
H36 -1.4867 4.4846 -2.7090  0.00
C30 -2.5377 2.4673 4.6099  0.00
C31 0.5803 0.4116 2.4552  0.00
H37 -4.1445 1.9338 -3.5193  0.00
H38 -2.0911 4.6984 1.9987  0.00
C32 -1.7058 3.2292 3.5664  0.00
C33 -1.4533 1.7423 -3.0452  0.00
H39 -1.1694 4.8474 4.8945  0.00
H40 3.3273 -3.4936 5.5058  0.00
H41 -0.0071 3.5257 4.9199  0.00
C34 3.9107 0.0038 -3.1128  0.00
C35 4.8818 -1.4406 2.3257  0.00
C36 -1.3310 -3.4067 -0.3662  0.01
C37 3.1836 -2.6410 3.5279  0.00